1.
Entry from the OMol25 dataset: C27H40I2N5O4P2Tc as an isolated structure (wB97M-V/def2-TZVPD).

```
81
Properties=species:S:1:pos:R:3:forces:R:3
Tc 0.368 0.214 0.005 -0.3 -0.1 0.0
I 0.723 -0.315 2.856 0.1 0.0 -0.2
C 0.801 1.376 4.174 0.0 0.2 0.0
I 1.990 2.983 3.511 -0.1 0.0 0.1
H 1.234 0.973 5.083 0.0 0.0 0.0
H -0.225 1.695 4.319 0.0 0.0 0.0
C 3.798 -0.709 0.683 0.0 0.0 -0.1
P 2.834 0.450 -0.342 0.1 0.0 0.0
C 3.668 2.034 -0.028 0.0 0.0 0.0
C 3.128 0.102 -2.101 0.0 0.0 0.0
C 4.431 -0.020 -2.578 -0.1 0.0 0.0
C 4.664 -0.253 -3.925 0.0 0.0 0.0
C 3.599 -0.363 -4.809 0.0 0.0 0.0
C 2.297 -0.239 -4.349 0.0 0.0 0.0
C 2.053 -0.007 -2.996 0.0 0.0 0.0
P 0.344 0.157 -2.430 0.1 0.0 0.0
C -0.610 -1.256 -3.019 0.0 0.0 0.0
C -0.425 1.586 -3.223 0.0 0.0 0.0
H 4.606 -1.141 0.091 0.0 0.0 0.0
H 3.182 -1.504 1.089 0.0 -0.1 0.0
H 4.227 -0.149 1.514 0.0 0.0 0.0
H 4.732 1.818 0.089 0.0 0.0 0.0
H 3.297 2.487 0.891 0.0 0.0 0.0
H 3.548 2.721 -0.861 0.0 0.0 0.0
H 5.276 0.072 -1.907 0.0 0.0 0.0
H 5.678 -0.346 -4.286 0.0 0.0 0.0
H 3.782 -0.544 -5.858 0.0 0.0 -0.1
H 1.480 -0.323 -5.053 0.0 0.0 0.0
H -0.609 -1.244 -4.111 0.0 0.0 0.0
H -1.639 -1.169 -2.675 0.0 0.0 0.0
H -0.183 -2.191 -2.669 0.0 0.0 0.0
H -0.568 1.337 -4.277 0.0 0.0 0.0
H 0.192 2.477 -3.152 0.0 0.0 0.0
H -1.399 1.774 -2.772 0.0 0.0 0.0
C 1.729 -5.681 1.256 0.0 0.0 0.0
C 0.880 -5.459 0.013 0.0 -0.1 0.0
N 0.155 -4.170 0.074 0.1 0.1 -0.1
C -1.206 -4.228 0.654 0.0 0.0 0.1
C -2.060 -5.346 0.068 0.0 0.0 0.0
C 0.768 -3.045 -0.242 -0.1 -0.2 -0.1
C 2.058 -3.111 -0.994 0.1 0.0 0.0
N 0.228 -1.847 0.022 0.1 0.1 0.2
H 2.281 -6.613 1.152 0.0 0.0 0.0
H 1.109 -5.762 2.146 0.0 0.0 0.0
H 2.450 -4.880 1.412 0.0 0.0 0.0
H 0.130 -6.239 -0.071 0.1 0.0 -0.1
H 1.468 -5.500 -0.901 0.0 0.0 0.0
H -1.718 -3.288 0.450 0.0 0.0 0.0
H -1.113 -4.332 1.738 0.0 0.0 0.0
H -1.945 -5.411 -1.013 0.0 0.0 -0.1
H -3.104 -5.124 0.277 0.0 0.0 0.0
H -1.846 -6.315 0.509 0.0 0.0 0.0
H 1.933 -3.729 -1.883 0.0 0.0 0.0
H 2.851 -3.556 -0.397 0.1 0.0 0.0
H 2.361 -2.121 -1.314 0.0 0.0 0.0
H -0.690 -1.957 0.441 0.0 0.0 0.0
N -0.667 2.914 0.933 0.4 0.6 -0.3
C -0.643 4.233 0.776 0.2 -0.2 -0.1
C 0.267 4.525 -0.232 0.0 -0.1 0.0
C 0.745 3.294 -0.641 0.1 0.2 0.0
N 0.177 2.303 0.070 0.0 0.0 0.1
H -1.301 2.324 1.491 -0.1 -0.2 0.1
H -1.264 4.878 1.372 0.0 0.0 0.1
H 0.528 5.493 -0.612 0.0 0.1 -0.1
H 1.461 3.073 -1.410 0.1 0.0 0.0
O -2.258 1.183 1.768 -0.6 -0.2 0.7
C -2.541 0.437 0.849 -0.3 -0.4 -0.4
O -1.607 0.008 0.003 0.2 0.1 0.1
C -3.898 -0.083 0.564 0.1 0.1 0.1
C -5.006 0.385 1.274 0.0 0.0 0.0
C -6.270 -0.106 0.984 0.1 0.0 0.0
C -6.444 -1.071 -0.001 0.1 0.0 0.0
C -5.327 -1.524 -0.682 0.1 0.1 0.2
C -4.063 -1.047 -0.422 0.0 0.0 0.1
N -5.457 -2.555 -1.726 0.0 0.5 -0.1
O -6.546 -3.010 -1.922 -0.4 -0.3 0.0
O -4.445 -2.827 -2.345 0.4 -0.3 -0.1
H -4.869 1.130 2.045 0.0 0.0 0.0
H -7.128 0.259 1.528 0.0 0.0 0.0
H -7.420 -1.472 -0.238 0.0 0.0 0.0
H -3.228 -1.438 -0.979 0.0 0.0 0.0
```
Positions in Å, forces in eV/Å.

Calculated values
Net charge: +3
Orbital gap (alpha / beta) in eV: 7.518 / 6.079
Multiplicity: 4
ΔE to the lowest compared entry with this formula, charge and spin in kJ/mol: 0.4
Expectation value of S²: 3.784

---

2.
Entry from the OMol25 dataset: C27H39CoN3O4P as an isolated structure (wB97M-V/def2-TZVPD).

```
75
Properties=species:S:1:pos:R:3:forces:R:3
Co -0.174 -1.109 0.040 0.0 0.0 0.0
C -0.481 -1.260 3.132 0.1 0.0 0.0
O 0.101 -1.803 1.914 0.0 0.0 -0.1
C 0.320 -3.232 2.086 0.0 0.0 0.0
C 0.376 -3.882 0.725 0.0 0.0 0.0
O -0.507 -3.176 -0.193 0.1 0.0 0.0
C -1.919 -3.489 -0.083 0.0 0.0 0.0
C -2.620 -2.450 0.759 0.0 0.0 0.0
O -2.144 -1.144 0.340 0.0 0.0 0.0
C -3.003 -0.081 0.834 0.0 0.0 0.0
H 0.294 -1.197 3.895 0.0 0.0 0.0
H -1.276 -1.915 3.486 0.0 0.0 0.0
H -0.873 -0.277 2.911 0.0 0.0 0.0
H -0.508 -3.626 2.677 0.0 0.0 0.0
H 1.246 -3.395 2.640 0.0 0.0 0.0
H 0.089 -4.932 0.775 0.0 0.0 0.0
H 1.374 -3.827 0.295 0.0 0.0 0.0
H -2.052 -4.485 0.338 0.0 0.0 0.0
H -2.305 -3.499 -1.100 0.0 0.0 0.0
H -2.436 -2.573 1.826 0.0 0.0 0.0
H -3.697 -2.500 0.592 0.0 0.0 0.0
H -4.012 -0.248 0.461 0.0 0.0 0.0
H -2.612 0.856 0.453 0.0 0.0 0.0
H -3.003 -0.066 1.923 0.0 0.0 0.0
O 1.666 -2.242 -1.675 0.0 0.0 0.0
N 1.632 -1.436 -0.527 0.0 0.1 0.0
C 2.812 -1.043 -0.206 0.0 0.0 0.1
C 3.143 0.019 0.711 0.0 0.0 0.0
C 4.480 0.095 1.104 0.0 0.0 0.0
C 4.933 1.161 1.871 0.0 0.0 0.0
C 4.058 2.185 2.191 0.0 0.0 0.0
C 2.722 2.128 1.790 0.0 0.0 0.0
C 2.240 1.039 1.074 0.0 0.0 0.1
P 0.521 1.114 0.518 -0.1 -0.1 0.0
C 0.516 2.030 -1.042 0.1 0.0 0.0
C -0.666 2.437 -1.682 0.0 0.0 0.0
C -0.611 3.171 -2.856 0.0 0.0 0.0
C 0.620 3.497 -3.421 0.0 0.0 0.0
C 1.793 3.077 -2.811 0.0 0.0 0.0
C 1.746 2.348 -1.628 0.0 0.0 0.0
C -0.348 2.018 1.805 0.0 0.1 0.0
C -1.325 2.982 1.516 0.0 0.0 -0.1
C -1.899 3.724 2.534 0.0 0.0 0.0
C -1.500 3.531 3.851 0.0 0.0 0.0
C -0.510 2.600 4.149 0.0 0.0 0.0
C 0.064 1.852 3.139 -0.1 -0.1 0.0
H 1.120 -3.020 -1.479 0.0 0.0 0.0
H 3.629 -1.535 -0.730 0.0 0.0 0.0
H 5.173 -0.681 0.801 0.0 0.0 0.0
H 5.968 1.205 2.183 0.0 0.0 0.0
H 4.408 3.046 2.745 0.0 0.0 0.0
H 2.071 2.955 2.039 0.0 0.0 0.0
H -1.644 2.221 -1.265 0.0 0.0 0.1
H -1.528 3.518 -3.314 0.0 0.0 0.0
H 0.661 4.092 -4.323 0.0 0.0 0.0
H 2.752 3.339 -3.237 0.0 0.0 0.0
H 2.676 2.072 -1.151 0.0 0.0 0.0
H -1.614 3.206 0.501 0.0 0.0 0.0
H -2.641 4.474 2.297 0.0 0.0 0.0
H -1.941 4.123 4.642 0.0 0.0 0.0
H -0.173 2.474 5.170 0.0 0.0 0.0
H 0.855 1.157 3.389 0.0 0.0 0.0
N -1.777 -1.792 -5.306 0.0 0.0 0.0
C -1.184 -0.883 -4.256 0.0 0.0 0.0
C -1.203 -1.511 -2.854 0.0 0.0 0.0
N -0.553 -0.595 -1.879 -0.1 0.0 0.0
H -1.741 -1.340 -6.229 0.0 0.0 0.0
H -2.762 -2.015 -5.132 0.0 0.0 0.0
H -1.269 -2.678 -5.398 0.0 0.0 0.0
H -1.756 0.044 -4.289 0.0 0.0 0.0
H -0.163 -0.672 -4.576 0.0 0.0 0.0
H -0.667 -2.458 -2.859 0.0 0.0 0.0
H -2.227 -1.685 -2.523 0.0 0.0 0.0
H -1.091 0.271 -1.845 0.0 0.0 0.0
H 0.353 -0.309 -2.252 0.0 0.0 0.0
```
Positions in Å, forces in eV/Å.

Calculated values
Net charge: +4
Orbital gap (alpha / beta) in eV: 7.034 / 6.768
ΔE to the lowest compared entry with this formula, charge and spin in kJ/mol: 24.8

---

3.
Entry from the OMol25 dataset: C4H6N2 in the gas phase (wB97M-V/def2-TZVPD).

```
12
Properties=species:S:1:pos:R:3:forces:R:3
C 0.697 -1.289 -0.214 2.0 5.3 -1.6
N 1.674 -0.443 0.120 -4.3 -1.2 -1.4
C 0.894 0.883 -0.026 4.7 1.6 -0.6
C -0.455 0.708 -0.275 -2.2 -4.3 0.1
C -1.231 -0.334 0.489 3.3 0.8 -0.5
N -0.534 -0.670 -0.828 1.0 -1.8 2.2
H 0.727 -2.330 -0.196 0.2 -1.6 0.1
H 0.972 1.338 0.879 0.9 1.5 2.9
H 1.115 1.757 -0.746 1.4 -1.9 0.5
H -0.771 1.504 -0.852 -2.1 1.0 -0.9
H -0.914 -0.818 1.438 -0.2 0.6 -0.9
H -2.175 -0.306 0.210 -4.7 0.0 -0.1
```
Positions in Å, forces in eV/Å.

Calculated values
Orbital gap in eV: 10.564
Structure (SMILES): C1=NC[C@@H]2CN12
ΔE to the lowest compared entry with this formula, charge and spin in kJ/mol: 391.2

---

4.
Entry from the OMol25 dataset: C6H6O3S2 in the gas phase (wB97M-V/def2-TZVPD).

```
17
Properties=species:S:1:pos:R:3:forces:R:3
C 1.045 -1.355 -1.328 0.0 0.2 -2.1
C 1.111 -1.864 -0.059 -0.8 -0.9 1.2
C 1.601 -0.105 -1.446 -1.2 0.8 -0.2
C 1.715 -0.988 0.790 0.7 0.8 1.0
C -1.543 -0.169 1.860 0.7 1.0 -0.1
C -0.926 1.091 1.195 -2.0 -1.1 0.5
O -0.560 -1.008 2.354 -0.8 0.0 0.1
O 2.295 -0.157 3.194 0.1 0.8 0.1
O -2.757 -0.320 1.899 2.3 -0.8 0.3
S 2.256 0.490 0.014 -0.6 -1.2 0.3
S 1.563 -1.190 2.515 -2.1 -0.5 -0.9
H 0.579 -1.909 -2.145 0.0 0.5 0.2
H 0.500 -2.733 0.237 0.8 0.4 0.1
H 1.226 0.635 -2.163 1.1 -0.5 -0.3
H -1.669 1.890 1.222 0.2 0.0 0.0
H -0.067 1.335 1.762 1.1 0.5 0.1
H -0.767 0.817 0.161 0.5 0.1 -0.3
```
Positions in Å, forces in eV/Å.

Calculated values
Orbital gap in eV: 7.633
ΔE to the lowest compared entry with this formula, charge and spin in kJ/mol: 0.0

---

5.
Entry from the OMol25 dataset: a 2-piece molecular cluster, C4H7NO overall (wB97M-V/def2-TZVPD).

```
13
Properties=species:S:1:pos:R:3:forces:R:3
C -1.473 0.090 -0.661 0.5 0.0 0.0
N -0.202 0.170 -0.407 -0.7 -0.1 0.0
C 0.578 1.333 0.092 0.0 0.2 0.1
C 1.771 0.327 0.105 0.3 0.1 0.1
O 2.929 0.445 0.435 -0.4 0.0 -0.1
C 0.879 -0.669 -0.401 0.1 -0.2 0.0
H -1.882 -0.851 -0.999 0.0 0.1 0.0
H -1.475 -1.868 1.305 0.0 0.0 0.0
H -2.090 0.966 -0.526 0.1 0.0 0.0
H 0.627 2.135 -0.648 0.0 -0.1 0.1
H 0.208 1.698 1.054 0.1 -0.1 -0.1
H -0.759 -2.068 1.358 0.0 0.0 0.0
H 0.889 -1.706 -0.708 0.0 0.2 0.0
```
Positions in Å, forces in eV/Å.

Calculated values
Orbital gap (alpha / beta) in eV: 8.557 / 8.557
ΔE to the lowest compared entry with this formula, charge and spin in kJ/mol: 376.5

---

6.
Entry from the OMol25 dataset: a 2-piece molecular cluster, C23H29N4O3 overall (wB97M-V/def2-TZVPD).

```
59
Properties=species:S:1:pos:R:3:forces:R:3
C -1.634 4.506 2.097 0.3 0.4 0.0
N -1.504 3.070 2.190 -0.5 -0.4 0.1
C -2.578 2.266 2.456 -1.1 0.8 0.5
O -3.723 2.649 2.685 1.8 -0.8 -0.5
C -2.069 0.824 2.446 -0.7 0.0 0.5
C -2.665 -0.027 1.318 0.0 0.0 -0.4
C -4.171 -0.159 1.425 -0.1 -0.1 0.0
C -4.999 0.329 0.406 0.0 0.1 0.5
C -6.388 0.298 0.564 0.1 -0.3 0.2
C -6.948 -0.278 1.715 0.3 0.0 -0.1
C -6.115 -0.797 2.716 0.2 0.0 -0.2
C -4.725 -0.745 2.566 -0.3 0.3 -0.3
N -0.617 1.005 2.322 1.4 -2.4 -0.1
C 0.200 -0.064 2.324 -1.8 1.4 0.2
C 1.581 0.028 2.195 1.9 -0.2 -0.2
C 2.477 -1.026 2.211 -1.3 0.8 0.1
C 3.897 -0.845 2.072 1.9 0.4 -0.2
C 4.475 0.449 1.949 0.6 -0.2 -0.1
C 5.865 0.595 1.796 -1.3 -1.7 0.2
N 6.439 1.892 1.648 2.1 3.5 -0.4
O 7.684 1.954 1.511 -2.6 -0.3 0.3
O 5.716 2.913 1.655 0.9 -2.3 0.1
C 6.725 -0.512 1.774 -0.6 0.1 0.1
C 6.172 -1.786 1.905 -0.2 0.0 0.0
C 4.795 -1.959 2.049 -0.6 0.5 0.0
C -0.207 2.407 2.142 0.1 1.3 -0.3
C 0.464 2.699 0.789 -0.2 -0.3 -0.2
C 0.705 2.946 3.256 -0.2 -0.2 0.3
H -2.694 4.767 2.140 0.2 -0.2 0.0
H -1.108 5.005 2.923 -0.2 -0.1 -0.2
H -1.208 4.856 1.148 -0.2 0.0 0.2
H -2.324 0.348 3.412 0.3 0.3 -0.3
H -2.400 0.434 0.353 0.0 -0.2 0.2
H -2.193 -1.024 1.355 -0.1 0.3 -0.1
H -4.535 0.778 -0.478 -0.3 -0.1 0.3
H -7.027 0.723 -0.214 0.2 -0.2 0.3
H -8.034 -0.331 1.829 0.4 0.1 0.0
H -6.533 -1.248 3.618 0.0 0.2 -0.3
H -4.050 -1.122 3.342 -0.4 0.0 -0.2
H -0.310 -1.026 2.446 0.3 0.3 0.0
H 1.993 1.025 2.065 -0.2 -0.5 0.1
H 2.106 -2.044 2.355 0.1 0.0 0.0
H 3.869 1.355 1.970 0.3 -0.3 0.0
H 7.791 -0.341 1.656 -0.2 -0.1 0.0
H 6.838 -2.646 1.892 -0.2 0.1 0.0
H 4.360 -2.957 2.149 0.2 0.2 0.0
H -0.214 2.451 -0.039 0.2 0.1 0.2
H 0.708 3.770 0.748 -0.1 -0.4 0.0
H 1.388 2.126 0.677 -0.2 0.3 -0.2
H 0.204 2.877 4.230 0.1 0.0 -0.2
H 1.644 2.389 3.303 -0.1 0.3 0.1
H 0.937 3.997 3.039 -0.1 -0.4 0.1
C 2.304 -5.037 3.323 0.4 -0.1 0.3
N 1.584 -3.969 2.640 -0.5 0.2 -0.4
H 2.754 -5.756 2.627 -0.2 0.1 0.2
H 3.106 -4.563 3.886 0.2 -0.3 0.2
H 1.663 -5.576 4.028 0.2 0.0 -0.2
H 0.615 -3.935 2.934 0.1 -0.1 -0.2
H 1.615 -4.088 1.634 -0.3 -0.1 0.1
```
Positions in Å, forces in eV/Å.

Calculated values
Net charge: +1
Orbital gap in eV: 6.322
ΔE to the lowest compared entry with this formula, charge and spin in kJ/mol: 416.7

---

7.
Entry from the OMol25 dataset: a 2-piece molecular cluster, C3H7NSSi overall (wB97M-V/def2-TZVPD).

```
13
Properties=species:S:1:pos:R:3:forces:R:3
C 0.381 -0.492 0.299 -8.1 0.5 0.3
C -1.407 0.917 0.331 -1.1 2.4 1.2
C -2.174 -0.342 -0.075 0.0 -1.5 4.5
N -0.053 0.659 0.457 2.6 1.5 0.3
Si 3.962 -0.510 0.012 0.8 -2.8 0.3
S -0.892 -1.648 -0.240 0.1 -0.3 0.3
H -1.535 1.737 -0.418 0.1 -0.5 0.5
H -1.587 1.445 1.373 -0.9 -1.2 -1.9
H -2.822 -0.617 0.871 0.9 0.2 -2.2
H -2.723 -0.369 -0.957 -1.1 0.5 -1.4
H 3.599 0.842 -0.119 -0.6 2.0 -0.8
H 4.005 -1.030 -1.473 -0.2 0.8 0.6
H 1.246 -0.591 -0.061 7.5 -1.5 -1.7
```
Positions in Å, forces in eV/Å.

Calculated values
Orbital gap in eV: 7.422
ΔE to the lowest compared entry with this formula, charge and spin in kJ/mol: 348.9

---

8.
Entry from the OMol25 dataset: C11H13NO2 in the gas phase (wB97M-V/def2-TZVPD).

```
27
Properties=species:S:1:pos:R:3:forces:R:3
C 4.296 0.642 -0.139 0.3 0.0 1.8
C 4.192 -0.575 -0.747 0.1 -1.8 -1.7
C 3.262 1.142 0.633 -0.5 -0.2 0.2
C 2.994 -1.271 -0.707 -0.1 1.7 1.1
C 2.033 0.415 0.743 0.6 2.7 0.1
C 1.943 -0.779 0.040 1.2 1.1 -0.5
C 0.926 1.020 1.417 1.9 0.0 0.5
C -0.475 -0.625 0.441 4.1 1.0 1.0
C -4.438 0.715 -0.660 -0.2 -2.5 -1.2
C -3.033 0.154 -0.652 0.3 2.3 -1.5
C -2.747 -0.495 0.630 0.8 1.1 0.4
N 0.644 -1.265 -0.046 -3.0 -1.2 0.6
O -0.348 0.524 1.071 -2.6 -3.2 -1.9
O -1.578 -1.297 0.386 1.0 0.6 0.7
H 5.244 1.066 0.077 0.9 0.7 -0.7
H 4.866 -1.128 -1.441 0.4 1.2 1.0
H 3.400 2.111 1.161 -0.3 -0.9 -0.4
H 3.054 -2.130 -1.284 -1.0 -1.8 -0.8
H 0.878 2.095 1.532 -0.1 -0.2 -0.2
H -5.212 -0.074 -0.598 0.4 0.1 -0.1
H -4.643 1.344 0.115 -0.2 1.9 2.3
H -4.634 1.243 -1.544 -0.2 0.8 -1.3
H -2.292 0.965 -0.907 -0.6 -0.5 0.6
H -2.869 -0.537 -1.469 -0.3 -0.5 -0.1
H -2.617 0.289 1.471 -0.3 -1.9 -1.0
H -3.430 -1.289 0.684 -1.6 -0.6 1.3
H 0.583 -2.262 -0.207 -0.6 0.2 -0.1
```
Positions in Å, forces in eV/Å.

Calculated values
Orbital gap (alpha / beta) in eV: 5.881 / 5.880
ΔE to the lowest compared entry with this formula, charge and spin in kJ/mol: 488.2